# 1
Below is a cluster of 6 separate species, C31H28ClN6O12P in total at a distorted geometry, with properties calculated with ωB97M-V with the def2-TZVPD basis set.

Net charge: 0
LUMO energy: -1.17 eV
HOMO-LUMO gap: 7.38 eV

Each line ends with the Mulliken charge.
Positions of all 79 atoms, in Å:
O -1.78322 -1.13969 -1.18627  -0.595
N -1.26830 -2.15756 -1.67258  0.877
O -0.11616 -2.21269 -2.12598  -0.469
C -2.08065 -3.37921 -1.71888  0.024
C -3.40183 -3.35238 -1.25139  -0.318
C -4.17748 -4.51126 -1.32035  -0.325
C -3.63617 -5.68512 -1.84684  -0.410
C -2.31680 -5.71175 -2.30201  -0.539
C -1.53225 -4.55832 -2.24080  -0.146
H -3.83837 -2.44560 -0.83843  0.386
H -5.20607 -4.49879 -0.96624  0.397
H -4.24664 -6.58472 -1.90375  0.366
H -1.90119 -6.63124 -2.70826  0.370
H -0.50680 -4.59454 -2.60258  0.385
O 12.04804 -3.35698 1.68062  -0.590
N 11.51696 -2.32900 1.23460  0.964
O 12.07650 -1.22557 1.16124  -0.584
C 10.12920 -2.42458 0.76615  -0.089
C 9.44558 -3.64426 0.86527  -0.293
C 8.11790 -3.72290 0.44045  -0.707
C 7.48254 -2.59527 -0.08196  -0.155
C 8.16905 -1.38457 -0.18923  -0.256
C 9.49620 -1.29294 0.23496  -0.456
H 9.92652 -4.53202 1.27015  0.431
H 7.57668 -4.66333 0.51947  0.389
H 6.44545 -2.66005 -0.40667  0.496
H 7.66792 -0.51094 -0.60019  0.436
H 10.01644 -0.34137 0.14769  0.428
O 5.56866 0.47799 -0.10513  -0.472
N 4.58819 0.96507 0.47723  0.929
O 3.81006 1.78745 -0.02698  -0.601
C 4.33487 0.54242 1.85987  -0.029
C 5.21106 -0.35745 2.48221  0.024
C 4.97854 -0.73706 3.80554  -0.604
C 3.87926 -0.22582 4.49718  -0.352
C 3.00242 0.66206 3.87154  -0.483
C 3.22620 1.05124 2.54937  -0.375
H 6.07221 -0.76473 1.95695  0.394
H 5.65658 -1.42977 4.29948  0.389
H 3.70526 -0.52038 5.53070  0.370
H 2.14627 1.05385 4.41628  0.372
H 2.53541 1.74649 2.07695  0.443
O -5.45253 -0.17777 -1.74870  -0.562
N -6.10992 -0.80358 -0.90377  0.972
O -6.53383 -1.95781 -1.05897  -0.587
C -6.41074 -0.12933 0.36484  0.086
C -5.98302 1.18994 0.56821  -0.288
C -6.29310 1.83439 1.76735  -0.169
C -7.01896 1.16510 2.75392  -0.679
C -7.43459 -0.15226 2.55294  -0.426
C -7.13293 -0.80620 1.35668  -0.423
H -5.41668 1.72527 -0.19075  0.468
H -5.97138 2.86052 1.93198  0.454
H -7.26320 1.67366 3.68501  0.389
H -7.99736 -0.66813 3.32780  0.366
H -7.46678 -1.83185 1.21406  0.442
O -6.97588 4.38471 1.55899  -0.608
N -5.99423 4.89861 1.00224  0.998
O -4.81492 4.66410 1.30271  -0.581
C -6.24642 5.85363 -0.08350  0.102
C -7.56528 6.17678 -0.43130  -0.251
C -7.79877 7.10416 -1.44857  -0.484
C -6.72505 7.69824 -2.11365  -0.368
C -5.41273 7.36669 -1.77233  -0.469
C -5.16669 6.44275 -0.75475  -0.296
H -8.41284 5.72270 0.07744  0.411
H -8.81873 7.36658 -1.72129  0.362
H -6.91206 8.42500 -2.90235  0.366
H -4.58127 7.83178 -2.29731  0.367
H -4.13819 6.19741 -0.49838  0.419
O 4.98608 -2.12503 -2.01621  -0.328
N 5.11455 -0.93242 -2.32369  0.277
O 4.39816 -0.69121 -3.43823  -0.237
C 3.25764 0.20335 -3.18753  -0.282
P 1.66102 -0.70615 -2.66379  0.256
Cl 1.52772 -2.37599 -4.03287  -0.243
H 3.01653 0.78514 -4.19104  0.309
H 3.46052 1.03004 -2.36154  0.195
H 1.80784 -1.34754 -1.37302  0.019

=====

# 2
Below is the ion C3H7NOS with charge -2 at a distorted geometry, with properties calculated with ωB97M-V with the def2-TZVPD basis set.

Net charge: -2
Energy above the lowest of the compared OMol25 structures with the same formula, charge and spin: 4.14 kcal/mol
LUMO energy: 6.15 eV
HOMO-LUMO gap: 5.56 eV

Each line ends with the natural charge from an NBO analysis.
Positions of all 13 atoms, in Å:
O 2.52840 -1.63026 -0.32918  -0.968
C 1.27563 -1.18922 -0.31593  0.143
N 1.14085 0.30807 -0.08802  -0.674
C -0.20348 0.88915 -0.35850  -0.236
C -1.34949 0.39907 0.50668  -0.523
S -3.05341 1.03125 0.09186  -0.817
H 0.73066 -1.35362 -1.28631  0.045
H 0.62730 -1.67488 0.46124  0.036
H 1.33366 0.41453 0.90742  0.312
H -0.36918 0.76081 -1.42882  0.173
H -0.05910 1.96549 -0.19128  0.160
H -1.16512 0.76396 1.50443  0.163
H -1.43672 -0.68436 0.52640  0.186

=====

# 3
Below is an isolated molecule of C5H4 at a distorted geometry, with properties calculated with ωB97M-V with the def2-TZVPD basis set.

Net charge: 0
Energy above the lowest of the compared OMol25 structures with the same formula, charge and spin: 3.39 kcal/mol
LUMO energy: 0.95 eV
HOMO-LUMO gap: 10.30 eV

Each line ends with the natural charge from an NBO analysis.
Positions of all 9 atoms, in Å:
C 3.19852 -0.09073 -0.02391  -0.182
C 1.99287 0.13122 0.01817  -0.065
C 0.57387 0.21066 -0.07010  -0.119
C -0.62736 0.08708 -0.08190  0.097
C -2.07671 -0.03555 0.00991  -0.690
H 4.24424 -0.07752 0.04016  0.232
H -2.37329 -0.81868 -0.70245  0.243
H -2.35806 -0.33922 0.98612  0.240
H -2.57409 0.93273 -0.17601  0.243

=====

# 4
Below is a cluster of 2 separate species, C3H2Br2S2 in total at a distorted geometry, with properties calculated with ωB97M-V with the def2-TZVPD basis set.

Net charge: 0
Energy above the lowest of the compared OMol25 structures with the same formula, charge and spin: 64.72 kcal/mol
LUMO energy: -0.74 eV
HOMO-LUMO gap: 7.85 eV

Each line ends with the natural charge from an NBO analysis.
Positions of all 9 atoms, in Å:
Br 3.73844 -2.42796 -0.54276  0.197
C 3.95430 -0.79423 0.22406  -0.136
C 3.77252 0.32257 0.68949  -0.317
S 3.67493 1.89005 1.22519  0.302
Br 2.39116 2.58401 -0.37803  -0.042
C 0.03059 -2.13838 0.16522  -0.477
S 0.49906 -0.79514 0.93576  0.094
H 0.67642 -2.44789 -0.65381  0.178
H -0.76271 -2.95255 0.38061  0.201